C2H3FNO2 | wB97M-V/def2-TZVPD

**LUMO**: 4.48 eV
**HOMO**: -3.96 eV
**M**: 92.049 g mol⁻¹
**Frontier orbital gap**: 8.4 eV
**E**: -10426.233 eV

The geometry in ORCA input format:
```
! wB97M-V def2-TZVPD RIJCOSX def2/J DEFGRID3
* xyz -1 1
C -0.3581 1.4567 0.7520
C 0.4434 -0.9445 -0.2942
N -0.2203 0.2302 -0.6689
O -1.3750 2.1608 0.8143
O 0.7143 1.3122 1.2614
F -0.3459 -2.1145 -0.0507
H 1.1839 -0.7263 0.5377
H 1.0047 -1.3579 -1.1669
H -1.0469 -0.0167 -1.1847
*
```



C2H3FNP | wB97M-V/def2-TZVPD

**LUMO (spin up / spin down)**: -3.36 / -3.34 eV
**HOMO (spin up / spin down)**: -9.77 / -9.77 eV
**M**: 91.025 g mol⁻¹
**Frontier orbital gap (spin up / spin down)**: 6.4 / 6.4 eV
**E**: -15613.269 eV

The geometry in ORCA input format:
```
! wB97M-V def2-TZVPD RIJCOSX def2/J DEFGRID3
* xyz 0 1
C 0.4279 -0.0171 -0.4402
C 0.1157 0.4064 0.8856
N 1.0730 -0.7894 -1.1783
F -2.1241 -0.9200 0.5505
P -0.5622 1.6460 -0.2390
H -0.8362 -0.3542 1.1214
H 0.9060 0.6373 1.4706
H 0.9999 -0.6091 -2.1707
*
```



C2H3FNP | wB97M-V/def2-TZVPD

**LUMO (spin up / spin down)**: 0.14 / 0.14 eV
**HOMO (spin up / spin down)**: -7.14 / -7.14 eV
**M**: 91.025 g mol⁻¹
**Frontier orbital gap (spin up / spin down)**: 7.3 / 7.3 eV
**E**: -15615.892 eV

The geometry in ORCA input format:
```
! wB97M-V def2-TZVPD RIJCOSX def2/J DEFGRID3
* xyz 0 1
C -0.3753 0.4267 -0.1992
C 0.4103 -0.7418 0.1381
N -1.0297 1.4340 -0.2965
F 2.7804 0.7504 0.7473
P 2.0255 -0.0266 -0.6617
H 0.5714 -0.6962 1.1413
H -0.0518 -1.6971 -0.3811
H -0.7090 2.3900 -0.4752
*
```



C2H3FO | wB97M-V/def2-TZVPD

**LUMO (spin up / spin down)**: 0.86 / -0.86 eV
**HOMO (spin up / spin down)**: -6.34 / -12.77 eV
**M**: 62.043 g mol⁻¹
**Frontier orbital gap (spin up / spin down)**: 7.2 / 11.9 eV
**E**: -6882.106 eV

The geometry in ORCA input format:
```
! wB97M-V def2-TZVPD RIJCOSX def2/J DEFGRID3
* xyz 0 3
C 0.1106 -1.2980 -0.3963
C -0.0010 1.0172 0.2862
O 0.7272 -1.6552 -1.3252
F -1.2159 1.2198 0.8040
H -0.5794 -1.8228 0.2673
H 0.7920 1.0223 1.0196
H 0.1665 1.5166 -0.6555
*
```



So what do the calculations give for relative energy (zero: lowest compared OMol25 entry of this formula, charge and spin)? Going down the list: 83.4 409.4 156.3 77.0 kJ/mol.
So what do the calculations give for strongest force on any atom? Going down the list: 0.049 0.068 0.095 0.051 Eh/bohr.